No. 1
C12H16CrNO4 | ωB97M-V with the def2-TZVPD basis set

Its net charge is -1. The value obtained for the energy above the lowest of the compared OMol25 structures with the same formula, charge and spin is 0.00 kcal per mole. The calculation puts the HOMO-LUMO gap (alpha / beta) at 5.86 / 7.98 eV. Its spin multiplicity is 5. For the total energy, the calculation gives -1867.1379 a.u.

Last column: natural (NBO) charge in e.
Cartesian coordinates (Å):
Cr 0.606 1.163 0.719  1.272
O -3.036 1.019 -1.290  -0.690
C -1.737 1.110 -0.908  0.664
O -1.466 1.357 0.310  -0.721
C -0.727 0.935 -1.876  -0.011
C -0.798 0.661 -3.268  -0.235
C 0.376 0.553 -3.962  -0.192
C 1.641 0.704 -3.326  -0.297
C 1.635 0.959 -1.976  0.137
N 0.503 1.073 -1.303  -0.527
C 2.856 1.153 -1.060  0.760
O 3.975 1.092 -1.540  -0.655
O 2.544 1.297 0.189  -0.731
H -3.541 1.140 -0.474  0.490
H -1.758 0.541 -3.752  0.215
H 0.340 0.344 -5.026  0.200
H 2.580 0.626 -3.855  0.228
C 0.678 1.887 2.672  -1.103
H 1.095 2.906 2.645  0.186
H 1.339 1.294 3.315  0.199
H -0.301 1.949 3.164  0.187
C -1.396 -1.127 2.486  -0.603
C -0.678 -1.574 1.216  -0.236
C -0.504 -3.094 1.222  -0.594
C 0.660 -0.857 1.050  -0.675
H -2.347 -1.654 2.616  0.182
H -1.590 -0.055 2.478  0.226
H -0.772 -1.342 3.360  0.192
H -1.320 -1.327 0.360  0.182
H 0.129 -3.396 2.064  0.191
H -0.019 -3.439 0.307  0.200
H -1.462 -3.616 1.319  0.185
H 1.208 -1.263 0.189  0.185
H 1.284 -1.021 1.937  0.187

***

No. 2
C12H16CsF2N5OS | ωB97M-V with the def2-TZVPD basis set

Its net charge is 0. The value obtained for the energy above the lowest of the compared OMol25 structures with the same formula, charge and spin is 8.11 kcal per mole. The calculation puts the HOMO-LUMO gap at 5.34 eV. For the total energy, the calculation gives -1433.9311 a.u.

Last column: natural (NBO) charge in e.
Cartesian coordinates (Å):
Cs 1.178 -2.358 -1.209  0.927
C 0.630 -0.379 4.403  -0.411
N 0.909 0.611 3.383  -0.356
C 1.805 1.651 3.523  -0.057
C 1.839 2.308 2.353  -0.070
N 0.965 1.660 1.488  -0.385
C 0.391 0.595 2.127  0.290
S -0.765 -0.508 1.594  -0.365
C 0.872 2.020 0.114  0.366
C 0.893 3.371 -0.213  -0.267
C 0.927 3.704 -1.556  -0.151
C 0.926 2.688 -2.498  -0.251
C 0.870 1.378 -2.053  0.070
N 0.838 1.040 -0.766  -0.418
H 0.651 0.107 5.376  0.209
H 1.372 -1.177 4.368  0.215
H -0.354 -0.798 4.214  0.250
H 2.335 1.826 4.441  0.232
H 2.427 3.147 2.035  0.239
H 0.870 4.130 0.555  0.225
H 0.952 4.742 -1.857  0.223
H 0.974 2.897 -3.557  0.229
H 0.866 0.562 -2.766  0.200
F 4.016 -0.411 -2.185  -0.484
C 4.200 -1.658 -1.450  -0.034
F 4.528 -2.579 -2.521  -0.473
H 5.204 -1.490 -1.020  0.054
C -4.923 -3.036 -1.605  -0.422
N -3.532 -3.195 -1.959  -0.626
C -2.539 -2.313 -1.661  0.790
N -2.887 -1.222 -0.931  -0.842
O -1.385 -2.491 -2.055  -0.746
H -5.469 -3.921 -1.924  0.221
H -5.378 -2.164 -2.083  0.195
H -5.049 -2.955 -0.522  0.194
H -3.261 -3.906 -2.615  0.409
H -3.768 -1.178 -0.453  0.389
H -2.127 -0.696 -0.519  0.430

***

No. 3
C12H16KN2O6 | ωB97M-V with the def2-TZVPD basis set

Its net charge is -1. The value obtained for the energy above the lowest of the compared OMol25 structures with the same formula, charge and spin is 9.26 kcal per mole. The calculation puts the HOMO-LUMO gap at 3.72 eV. For the total energy, the calculation gives -1627.8069 a.u.

Last column: Löwdin charge in e.
Cartesian coordinates (Å):
K 1.593 0.817 -1.117  0.870
C 4.343 -1.052 2.542  -0.031
C 3.522 -0.241 1.789  -0.412
C 3.765 1.279 1.709  -0.408
O 2.986 2.116 1.120  -0.178
C 4.900 1.782 2.337  -0.030
C 5.873 0.964 3.016  -0.392
C 5.505 -0.547 3.239  -0.391
O 6.193 -1.231 3.984  -0.014
O 6.955 1.365 3.424  -0.015
O 2.536 -0.733 1.133  -0.174
H 4.146 -2.111 2.639  0.088
H 5.054 2.849 2.250  0.088
C -1.320 0.621 -3.699  -0.329
O -0.368 0.691 -2.952  -0.069
N -2.445 1.350 -3.570  -0.185
C -3.648 1.072 -4.317  -0.064
C -2.589 2.224 -2.410  -0.026
H -1.366 -0.083 -4.545  0.142
H -3.401 0.667 -5.297  0.087
H -4.245 1.969 -4.482  0.085
H -4.302 0.373 -3.785  0.091
H -3.300 3.003 -2.691  0.085
H -2.968 1.729 -1.516  0.094
H -1.653 2.732 -2.193  0.094
C -0.861 -1.063 1.381  -0.301
O -0.358 -0.258 0.625  -0.038
N -2.012 -1.738 1.149  -0.192
C -2.495 -2.724 2.089  -0.060
C -2.788 -1.450 -0.012  -0.070
H -0.329 -1.270 2.320  0.152
H -2.694 -3.654 1.548  0.086
H -3.446 -2.426 2.544  0.084
H -1.786 -2.915 2.888  0.088
H -3.026 -2.329 -0.625  0.089
H -3.747 -0.961 0.185  0.088
H -2.227 -0.818 -0.699  0.069

***

No. 4
C12H16N2 | ωB97M-V with the def2-TZVPD basis set

The SMILES is CCc1c[nH]cn1.Cc1ccccc1. Its net charge is 0. The value obtained for the energy above the lowest of the compared OMol25 structures with the same formula, charge and spin is 35.14 kcal per mole. The calculation puts the HOMO-LUMO gap at 9.27 eV. For the total energy, the calculation gives -576.3240 a.u.

Last column: natural (NBO) charge in e.
Cartesian coordinates (Å):
C 2.047 -0.429 0.303  -0.615
C 2.367 -1.086 1.740  -0.431
C 1.217 -1.992 2.048  0.110
C 0.019 -1.778 2.682  -0.137
N -0.704 -2.961 2.553  -0.532
C 0.099 -3.788 1.825  0.173
N 1.265 -3.274 1.544  -0.471
H 2.878 -0.684 -0.385  0.205
H 1.950 0.691 0.245  0.215
H 1.253 -0.981 -0.216  0.220
H 3.358 -1.497 1.927  0.230
H 2.122 -0.237 2.372  0.203
H -0.262 -0.984 3.316  0.213
H -1.584 -3.181 2.989  0.420
H -0.151 -4.815 1.515  0.195
C -2.171 1.044 -3.355  -0.630
C -1.428 1.723 -2.218  -0.012
C -0.132 2.132 -2.421  -0.214
C 0.639 2.345 -1.248  -0.205
C 0.053 2.345 -0.004  -0.232
C -1.288 2.014 0.194  -0.200
C -1.994 1.637 -0.920  -0.215
H -2.946 1.814 -3.706  0.213
H -2.856 0.306 -2.973  0.219
H -1.529 0.704 -4.135  0.220
H 0.323 2.051 -3.395  0.211
H 1.640 2.771 -1.347  0.213
H 0.745 2.600 0.831  0.212
H -1.864 2.115 1.095  0.216
H -3.067 1.396 -0.858  0.205

***

No. 5
C12H16N2 | ωB97M-V with the def2-TZVPD basis set

The SMILES is Nc1c2c(nc3c1CCC3)CCCC2. Its net charge is 0. The value obtained for the energy above the lowest of the compared OMol25 structures with the same formula, charge and spin is 19.11 kcal per mole. The calculation puts the HOMO-LUMO gap at 9.15 eV. For the total energy, the calculation gives -576.3495 a.u.

Last column: natural (NBO) charge in e.
Cartesian coordinates (Å):
N -0.333 2.678 -0.252  -0.849
C -0.276 1.266 -0.197  0.332
C 0.892 0.549 -0.178  -0.188
C 0.855 -0.824 -0.330  0.251
N -0.217 -1.588 -0.287  -0.457
C -1.355 -0.838 -0.036  0.236
C -1.448 0.521 0.072  -0.169
C -2.894 0.880 0.261  -0.421
C -3.567 -0.576 0.455  -0.386
C -2.647 -1.532 -0.114  -0.457
C 2.127 -1.516 -0.532  -0.453
C 3.128 -1.118 0.545  -0.400
C 3.234 0.403 0.684  -0.393
C 2.238 1.257 -0.241  -0.429
H 0.480 3.258 -0.569  0.403
H -1.252 3.096 -0.321  0.394
H -2.973 1.591 1.112  0.209
H -3.507 1.360 -0.536  0.207
H -3.737 -0.734 1.479  0.207
H -4.592 -0.540 0.071  0.206
H -2.654 -2.606 0.303  0.230
H -2.790 -1.790 -1.169  0.221
H 2.555 -1.364 -1.530  0.206
H 1.884 -2.554 -0.594  0.237
H 4.115 -1.637 0.462  0.213
H 2.749 -1.458 1.564  0.205
H 4.251 0.623 0.452  0.206
H 2.922 0.821 1.671  0.203
H 2.608 1.290 -1.311  0.218
H 2.064 2.178 0.369  0.216

***

No. 6
C12H16N2 | ωB97M-V with the def2-TZVPD basis set

The SMILES is Cc1c[nH]cn1.CCc1ccccc1. Its net charge is 0. The value obtained for the energy above the lowest of the compared OMol25 structures with the same formula, charge and spin is 19.67 kcal per mole. The calculation puts the HOMO-LUMO gap at 9.44 eV. For the total energy, the calculation gives -576.3486 a.u.

Last column: natural (NBO) charge in e.
Cartesian coordinates (Å):
C -2.117 -2.431 1.865  -0.640
C -2.085 -2.032 0.409  0.110
C -1.265 -2.551 -0.540  -0.132
N -1.554 -1.869 -1.729  -0.552
C -2.449 -0.893 -1.352  0.186
N -2.829 -0.972 -0.112  -0.450
H -1.299 -1.981 2.426  0.222
H -1.918 -3.500 1.864  0.217
H -3.040 -2.080 2.316  0.232
H -0.585 -3.384 -0.498  0.214
H -0.760 -1.616 -2.295  0.404
H -2.832 -0.227 -2.109  0.192
C 1.112 2.400 -2.302  -0.611
C 0.271 1.468 -1.451  -0.420
C 0.906 1.232 -0.087  0.005
C 1.507 -0.031 0.094  -0.228
C 2.183 -0.290 1.287  -0.186
C 2.274 0.682 2.259  -0.239
C 1.541 1.830 2.123  -0.196
C 0.798 2.118 0.975  -0.217
H 0.642 2.681 -3.236  0.212
H 2.055 1.915 -2.608  0.207
H 1.558 3.241 -1.769  0.215
H -0.766 1.767 -1.269  0.215
H 0.143 0.515 -1.964  0.187
H 1.252 -0.832 -0.578  0.203
H 2.676 -1.246 1.413  0.208
H 2.842 0.478 3.158  0.215
H 1.507 2.585 2.900  0.211
H 0.231 3.023 0.808  0.215

***

What is the net charge in the third record?
-1